(1)
Below is a cluster of 2 separate species, C3H5NO in total in a non-equilibrium geometry, with properties calculated with wB97M-V/def2-TZVPD.

Last column: natural (NBO) charge in e.
Cartesian coordinates (Å):
C  -1.0054  0.7275  -0.1203  0.0441
C  1.2069  -0.6745  0.4367  -0.1328
C  0.4174  0.3338  -0.2820  0.2069
N  -1.5965  -0.2021  0.4692  -0.5729
O  1.5240  0.7303  0.3388  -0.4742
H  -1.4978  1.4825  -0.6625  0.1872
H  1.1108  -1.0482  1.4442  0.2069
H  1.8332  -1.2315  -0.2762  0.1888
H  0.7104  0.0312  -1.9526  -0.0020
H  -2.7030  -0.1490  0.6046  0.3481

Summary:
HOMO level, eV: -9.304
Energy relative to the best compared isomer or geometry (same formula, charge and spin), kcal/mol: 116.39



(2)
Below is the molecule C3H5NO in a non-equilibrium geometry, with properties calculated with wB97M-V/def2-TZVPD.

Last column: natural (NBO) charge in e.
Cartesian coordinates (Å):
C  -1.1845  0.8995  -0.2531  -0.3466
C  -0.6281  -0.2588  0.1074  -0.2248
C  0.8443  -0.3410  0.3328  0.1559
N  1.8284  -0.0875  -0.6895  -0.3185
O  1.6370  0.8505  0.3915  -0.3854
H  -2.1758  1.2032  -0.1361  0.2042
H  -0.4185  1.6654  -0.1878  0.2153
H  -0.9981  -1.1911  0.4107  0.1993
H  1.0261  -1.2138  0.9661  0.1652
H  2.7447  -0.4139  -0.4336  0.3355

Summary:
Structure (SMILES): C=C[C@H]1NO1
HOMO level, eV: -9.853
Energy relative to the best compared isomer or geometry (same formula, charge and spin), kcal/mol: 91.83



(3)
Below is the molecule C3H5NO in a non-equilibrium geometry, with properties calculated with wB97M-V/def2-TZVPD.

Last column: natural (NBO) charge in e.
Cartesian coordinates (Å):
C  -1.5145  -0.7641  0.0418  -0.3038
C  -1.0743  0.4451  0.0998  0.0006
C  0.0619  1.0831  0.0217  -0.2185
N  1.2616  0.1057  0.0100  -0.2189
O  1.0054  -1.2307  -0.0128  -0.6555
H  -1.4814  -1.1354  -0.9388  0.2237
H  -2.1551  -1.4385  0.7848  0.2367
H  0.1871  2.1168  0.1081  0.2169
H  1.9243  0.3867  0.7347  0.3619
H  1.7850  0.4314  -0.8494  0.3569

Summary:
Structure (SMILES): C=C=C[NH2+][O-]
HOMO level, eV: -8.930
Energy relative to the best compared isomer or geometry (same formula, charge and spin), kcal/mol: 130.37



(4)
Below is the molecule C3H5NO in a non-equilibrium geometry, with properties calculated with wB97M-V/def2-TZVPD.

Last column: natural (NBO) charge in e.
Cartesian coordinates (Å):
C  0.0718  -0.2421  1.3597  -0.6938
C  -0.0012  0.4796  0.0766  0.1030
O  0.7620  -0.5019  -1.5929  -0.7602
C  -0.6343  -0.0349  -1.0963  0.2606
N  -1.7424  -0.0809  -1.5627  -0.3494
H  -0.0688  -1.3166  1.2291  0.2433
H  -0.7495  0.1417  1.9852  0.2617
H  1.0029  -0.0231  1.8908  0.2434
H  0.3464  1.5141  0.0543  0.2100
H  1.0132  0.0642  -2.3438  0.4815

Summary:
HOMO level (spin up / spin down), eV: -9.220 / -8.024
Energy relative to the best compared isomer or geometry (same formula, charge and spin), kcal/mol: 103.93



(5)
Below is the molecule C3H5NO in a non-equilibrium geometry, with properties calculated with wB97M-V/def2-TZVPD.

Last column: natural (NBO) charge in e.
Cartesian coordinates (Å):
C  1.8347  -0.3005  0.0047  -0.2412
O  0.6143  0.5616  0.2365  -0.4737
C  -0.5576  0.1048  -0.0729  0.5247
N  -1.2919  -0.7626  -0.5670  -0.4267
C  -1.9403  0.3722  0.0813  -0.3046
H  1.6965  -1.2531  0.5693  0.2005
H  2.6219  0.2852  0.3179  0.1976
H  1.8952  -0.4133  -1.0360  0.1928
H  -2.4166  0.2842  1.0118  0.1676
H  -2.4561  1.1216  -0.5456  0.1629

Summary:
Structure (SMILES): COC1=NC1
HOMO level, eV: -9.708
Energy relative to the best compared isomer or geometry (same formula, charge and spin), kcal/mol: 65.00



(6)
Below is a cluster of 2 separate species, C3H5NO in total in a non-equilibrium geometry, with properties calculated with wB97M-V/def2-TZVPD.

Last column: natural (NBO) charge in e.
Cartesian coordinates (Å):
C  1.9840  0.5700  2.4857  -0.2290
C  1.3301  0.8496  1.5263  -0.2562
C  -0.8470  -0.6628  -1.7417  0.0574
N  -0.7360  0.6682  -1.4579  -0.4151
O  -1.8944  -0.1114  -0.9140  -0.4140
H  2.5582  0.3285  3.3313  0.2256
H  -1.7267  -0.3219  0.0380  0.4995
H  0.7926  1.1212  0.6633  0.2496
H  -1.2094  -1.0103  -2.7198  0.1522
H  -0.2513  -1.4311  -1.2111  0.1298

Summary:
HOMO level, eV: -8.210
Energy relative to the best compared isomer or geometry (same formula, charge and spin), kcal/mol: 165.77



(7)
Below is the molecule C3H5NO2 in a non-equilibrium geometry, with properties calculated with wB97M-V/def2-TZVPD.

Last column: natural (NBO) charge in e.
Cartesian coordinates (Å):
H  0.9428  1.8715  -1.4771  0.3529
N  0.4856  1.2833  -0.7988  -0.7273
C  1.2982  0.8343  -0.0007  0.4144
O  0.9236  0.0103  0.9337  -0.4832
C  -0.5400  -0.3949  0.7678  -0.2020
C  -1.0827  -1.1734  -0.3803  0.4182
O  -0.5072  -1.5142  -1.3366  -0.4849
H  2.3522  1.0577  0.0005  0.1534
H  -1.1324  0.5039  0.9057  0.2286
H  -0.6104  -1.0086  1.6578  0.2187
H  -2.1297  -1.4701  -0.2721  0.1113

Summary:
Structure (SMILES): [H]/N=C/OCC=O
HOMO level, eV: -9.875
Energy relative to the best compared isomer or geometry (same formula, charge and spin), kcal/mol: 49.53



(8)
Below is a cluster of 3 separate species, C3H5NO2 in total in a non-equilibrium geometry, with properties calculated with wB97M-V/def2-TZVPD.

Last column: natural (NBO) charge in e.
Cartesian coordinates (Å):
C  -1.0345  0.0936  2.0462  0.1180
N  -0.1877  -0.6849  2.1347  -0.3708
H  -1.8200  0.8137  1.9668  0.2492
C  0.2602  1.3312  -0.6793  0.2755
O  -0.8369  1.4784  -0.1951  -0.5320
H  1.1738  1.2373  -0.0620  0.1296
H  0.4019  1.2600  -1.7710  0.1321
C  0.5095  -1.3905  -0.8528  0.2517
O  1.4423  -1.3668  -1.6195  -0.5108
H  0.6224  -1.2022  0.2287  0.1502
H  -0.5310  -1.5699  -1.1966  0.1072

Summary:
Structure (SMILES): C#N.C=O.C=O
HOMO level, eV: -10.099
Energy relative to the best compared isomer or geometry (same formula, charge and spin), kcal/mol: 75.38



(9)
Below is a cluster of 2 separate species, C3H5NO2 in total in a non-equilibrium geometry, with properties calculated with wB97M-V/def2-TZVPD.

Last column: natural (NBO) charge in e.
Cartesian coordinates (Å):
O  1.8853  -0.2009  0.3778  -0.7562
C  0.8542  -0.7972  -0.1085  -0.0203
C  -0.4374  -0.2302  0.2590  -0.0143
O  0.1883  1.6784  -0.1830  -0.8611
C  -1.6305  -0.4625  -0.5008  0.1995
N  -2.5856  -0.6473  -1.1302  -0.2062
H  1.0850  1.2706  0.0576  0.5164
H  0.8798  -1.2412  -1.1236  0.1811
H  0.3514  -1.7102  0.5119  0.2263
H  -0.5527  0.0640  1.2972  0.2476
H  -0.0378  2.2765  0.5426  0.4872

Summary:
HOMO level (spin up / spin down), eV: -9.526 / -9.526
Energy relative to the best compared isomer or geometry (same formula, charge and spin), kcal/mol: 110.18



(10)
Below is the molecule C3H5NO2, with properties calculated with wB97M-V/def2-TZVPD.

Last column: natural (NBO) charge in e.
Cartesian coordinates (Å):
O  1.2063  -0.3885  -1.9210  -0.6418
C  0.7514  -0.4189  -0.6670  0.0950
C  0.1124  0.6788  1.3953  -0.1999
N  -0.8740  -0.0729  0.8567  -0.5670
C  -0.6613  -0.2779  -0.4966  0.4839
O  -1.4799  -0.2338  -1.4157  -0.6602
H  0.4594  -0.0879  -2.4769  0.5040
H  1.4048  -0.9294  0.0218  0.2020
H  0.3446  0.5357  2.4495  0.1815
H  0.3525  1.6368  0.9631  0.1923
H  -1.6796  -0.4414  1.3434  0.4103

Summary:
HOMO level (spin up / spin down), eV: -7.952 / -7.824
Energy relative to the best compared isomer or geometry (same formula, charge and spin), kcal/mol: 74.90



(11)
Below is a cluster of 2 separate species, C3H5NO2 in total in a non-equilibrium geometry, with properties calculated with wB97M-V/def2-TZVPD.

Last column: natural (NBO) charge in e.
Cartesian coordinates (Å):
C  1.3048  -0.5218  0.1392  -0.4244
N  -0.0715  -0.2120  -0.1323  -0.6289
C  -1.1124  2.5919  -0.1969  0.4938
O  -0.8058  3.4369  0.4913  -0.4728
C  -1.0498  -1.1535  -0.1561  0.5257
O  -0.8944  -2.3395  0.0586  -0.6130
H  1.8565  -0.7647  -0.7762  0.1942
H  1.3271  -1.3770  0.8166  0.2307
H  1.7803  0.3397  0.6196  0.1983
H  -0.2955  0.7057  -0.4961  0.3890
H  -2.0393  -0.7057  -0.3677  0.1074

Summary:
HOMO level, eV: -9.750
Energy relative to the best compared isomer or geometry (same formula, charge and spin), kcal/mol: 20.54



(12)
Below is the molecule C3H5NO2 in a non-equilibrium geometry, with properties calculated with wB97M-V/def2-TZVPD.

Last column: natural (NBO) charge in e.
Cartesian coordinates (Å):
C  1.3418  -0.4379  0.0737  -0.4063
N  0.5312  0.7693  0.0320  -0.6071
C  -0.8150  0.8285  0.0137  0.5546
O  -1.4279  1.8958  0.0093  -0.5681
C  -1.5879  -0.5190  -0.1018  0.3262
O  -2.7823  -0.5392  0.1196  -0.4462
H  1.1357  -1.0049  1.1964  0.2090
H  2.2380  -0.2604  -0.0183  0.1887
H  1.3653  -0.8916  -0.9480  0.2147
H  0.9825  1.6670  0.0298  0.4092
H  -0.9814  -1.5075  -0.4065  0.1253

Summary:
Structure (SMILES): CNC(=O)C=O
HOMO level, eV: -9.827
Energy relative to the best compared isomer or geometry (same formula, charge and spin), kcal/mol: 69.12